[1]
DFT (ωB97M-V/def2-TZVPD) results for C52H87GaNO37S as an isolated structure in a non-equilibrium geometry.

Calculated values
ΔE to the lowest compared entry with this formula, charge and spin ... 63.4 kJ/mol
Calculated total energy ... -195797.636 eV
LUMO level ... 0.9927 eV
Largest force on an atom ... 0.0377 hartree/bohr
Multiplicity ... 1
Molar mass ... 1420.03 g mol⁻¹
Total charge ... -1

```
179
Properties=species:S:1:pos:R:3:mulliken_charge:R:1
C 4.665 5.333 1.746 -1.5873
C 3.700 4.624 0.816 -0.4231
O 2.344 4.920 1.033 -0.3397
C 1.837 4.361 2.266 -0.2507
Ga 1.398 2.348 2.216 -0.5961
N 1.396 1.730 0.385 -0.3184
C -0.439 2.114 3.124 0.2444
C -1.486 1.383 2.260 -1.1980
C 2.779 1.368 3.382 -1.0284
C 3.278 0.054 2.778 -0.5215
C 4.723 -0.263 3.233 -1.1164
S 5.965 0.409 2.170 1.1941
O 5.471 1.385 1.263 -0.5331
O 7.069 0.889 2.959 -0.7123
O 6.572 -0.782 1.263 -0.4224
H 4.459 5.165 2.796 0.3861
H 4.636 6.404 1.553 0.3538
H 5.678 4.996 1.535 0.3884
H 3.920 4.967 -0.196 0.5026
H 3.842 3.539 0.821 0.5604
H 2.506 4.550 3.110 0.3774
H 0.921 4.910 2.479 -0.0120
H 1.158 2.519 -0.207 0.0178
H 0.675 1.035 0.227 0.1822
H -0.857 3.088 3.383 -0.4873
H -0.362 1.558 4.056 0.5279
H -2.486 1.743 2.516 0.2969
H -1.367 1.554 1.193 0.2203
H -1.498 0.314 2.459 0.2706
H 2.389 1.182 4.384 0.5717
H 3.639 2.030 3.504 0.5049
H 3.226 0.082 1.693 0.4197
H 2.693 -0.790 3.127 0.3807
H 4.887 -1.322 3.422 0.5032
H 4.885 0.268 4.163 0.4642
H 7.095 -0.288 0.608 0.3104
C 5.126 -3.432 0.238 -1.1748
C 3.770 -3.975 0.610 0.4957
C 2.685 -3.804 -0.431 -0.3538
O 1.495 -3.771 0.385 -0.3664
C 1.856 -3.281 1.596 0.5793
O 1.118 -2.889 2.436 -0.5460
O 3.211 -3.245 1.709 -0.2552
H 5.835 -3.592 1.052 0.4220
H 5.504 -3.926 -0.657 0.2783
H 5.074 -2.359 0.056 0.1803
H 3.853 -5.025 0.913 0.0925
H 2.639 -4.625 -1.141 0.3376
H 2.752 -2.866 -0.967 0.3580
C 2.491 4.594 -2.364 -0.0605
C 0.999 4.797 -2.410 0.4286
C 0.488 6.000 -1.650 -0.3082
O -0.850 5.608 -1.327 -0.3658
C -0.873 4.245 -1.266 0.6464
O -1.786 3.608 -0.862 -0.5552
O 0.287 3.736 -1.749 -0.4099
H 2.771 3.712 -2.928 -0.0103
H 3.001 5.456 -2.798 0.6122
H 2.835 4.454 -1.337 -0.8930
H 0.659 4.820 -3.450 0.3792
H 0.480 6.913 -2.241 0.3560
H 1.038 6.169 -0.721 0.0967
C -0.871 7.406 5.787 -1.5895
C -1.481 6.155 5.210 0.7999
C -2.975 6.014 5.406 -0.5198
O -3.147 4.594 5.395 -0.3129
C -1.977 4.040 5.820 0.6214
O -1.837 2.899 6.097 -0.4954
O -1.003 4.982 5.888 -0.3724
H 0.203 7.423 5.608 0.3689
H -1.313 8.291 5.329 0.3853
H -1.025 7.447 6.866 0.3610
H -1.217 6.056 4.153 0.1486
H -3.560 6.473 4.613 0.3234
H -3.306 6.399 6.376 0.2875
C 8.812 -1.287 5.538 -1.4364
C 7.614 -1.894 6.202 0.8077
C 7.156 -1.194 7.459 -0.4554
O 6.524 -2.263 8.182 -0.3318
C 7.107 -3.421 7.791 0.6200
O 6.951 -4.471 8.326 -0.5458
O 7.900 -3.214 6.712 -0.3866
H 9.078 -1.855 4.647 0.3115
H 8.615 -0.258 5.237 0.3789
H 9.681 -1.310 6.199 0.3961
H 6.794 -1.985 5.485 0.0262
H 6.453 -0.387 7.273 0.3223
H 7.992 -0.820 8.056 0.2911
C -5.137 -0.556 3.435 -1.4913
C -6.116 0.312 2.689 0.5448
C -6.817 -0.358 1.534 0.1250
O -7.108 0.761 0.677 -0.3694
C -6.165 1.715 0.919 0.5990
O -6.013 2.686 0.253 -0.5673
O -5.445 1.393 2.016 -0.2322
H -4.668 0.002 4.244 0.3722
H -5.649 -1.422 3.857 0.3547
H -4.340 -0.894 2.773 0.3744
H -6.840 0.750 3.383 0.1658
H -7.729 -0.868 1.824 -0.1490
H -6.167 -1.051 0.994 0.2693
C -8.321 -5.321 -0.247 -1.1583
C -8.290 -5.037 1.230 0.3651
C -9.549 -5.411 1.977 -0.2330
O -9.531 -4.480 3.075 -0.4049
C -8.865 -3.383 2.661 0.6346
O -8.844 -2.344 3.245 -0.5136
O -8.237 -3.614 1.485 -0.2368
H -7.388 -5.028 -0.728 0.3972
H -8.486 -6.382 -0.431 0.3877
H -9.123 -4.748 -0.706 0.0660
H -7.415 -5.495 1.698 0.2967
H -9.544 -6.434 2.343 0.3269
H -10.452 -5.238 1.390 0.0796
C 7.997 -2.928 -5.032 -1.0912
C 6.701 -3.623 -4.725 0.3864
C 5.597 -3.454 -5.744 -0.2399
O 4.416 -3.565 -4.927 -0.3877
C 4.750 -3.152 -3.681 0.5011
O 3.992 -2.898 -2.804 -0.4359
O 6.094 -3.028 -3.566 -0.3276
H 8.712 -3.098 -4.225 0.4411
H 8.431 -3.286 -5.961 0.2535
H 7.837 -1.855 -5.105 0.0343
H 6.865 -4.685 -4.515 0.3545
H 5.604 -4.215 -6.519 0.3473
H 5.602 -2.465 -6.208 0.2137
C 9.306 -2.123 -11.651 -1.4765
C 9.213 -2.431 -10.180 0.4989
C 8.102 -3.379 -9.788 -0.5390
O 7.831 -2.976 -8.436 -0.2216
C 8.173 -1.666 -8.324 0.5517
O 7.905 -0.975 -7.396 -0.4078
O 8.853 -1.261 -9.418 -0.3693
H 10.123 -1.430 -11.846 0.3609
H 9.483 -3.036 -12.220 0.3788
H 8.388 -1.653 -12.005 0.3557
H 10.176 -2.786 -9.803 0.2543
H 8.392 -4.426 -9.822 0.3154
H 7.197 -3.232 -10.382 0.3137
C -13.694 -2.610 -3.029 -1.5128
C -13.197 -3.324 -1.801 0.7191
C -11.718 -3.218 -1.557 -0.4456
O -11.457 -4.420 -0.815 -0.1279
C -12.382 -5.342 -1.193 0.4870
O -12.326 -6.495 -0.908 -0.5485
O -13.362 -4.762 -1.918 -0.4044
H -14.771 -2.731 -3.131 0.3571
H -13.468 -1.547 -2.962 0.3426
H -13.233 -3.022 -3.929 0.4012
H -13.749 -2.997 -0.924 0.2687
H -11.453 -2.341 -0.972 0.1581
H -11.123 -3.239 -2.473 0.3187
C -10.179 1.904 0.601 -1.3231
C -11.567 1.458 0.984 0.5493
C -11.656 0.646 2.256 -0.2046
O -12.832 -0.153 2.018 -0.3419
C -12.956 -0.300 0.685 0.6266
O -13.698 -1.069 0.153 -0.5745
O -12.108 0.518 0.027 -0.3442
H -10.201 2.473 -0.327 0.4225
H -9.753 2.533 1.382 0.3670
H -9.524 1.048 0.441 0.1751
H -12.247 2.313 1.022 0.2531
H -11.782 1.251 3.149 0.3239
H -10.804 -0.025 2.388 0.0571
C 7.617 1.585 -3.833 -1.5421
C 6.151 1.291 -4.009 0.5046
C 5.763 0.729 -5.359 0.2467
O 4.402 1.163 -5.482 -0.3617
C 4.266 2.296 -4.749 0.6426
O 3.323 3.017 -4.783 -0.6041
O 5.361 2.495 -3.977 -0.3913
H 7.809 1.990 -2.840 0.3785
H 8.204 0.674 -3.956 0.3324
H 7.952 2.326 -4.559 0.3947
H 5.793 0.643 -3.204 0.3906
H 5.826 -0.355 -5.402 -0.4274
H 6.333 1.154 -6.188 0.2697
```

[2]
DFT (ωB97M-V/def2-TZVPD) results for a 12-piece molecular cluster, C52H88O14 overall in a non-equilibrium geometry.

Calculated values
Calculated total energy ... -84005.333 eV
LUMO level ... -2.0016 eV
Largest force on an atom ... 0.0831 hartree/bohr
Multiplicity ... 1
Molar mass ... 937.26 g mol⁻¹
SMILES string ... O=C1C=CC(=O)C=C1.O=C1C=CC(=O)C=C1.C1CCOC1.C1CCOC1.C1CCOC1.C1CCOC1.C1CCOC1.C1CCOC1.C1CCOC1.C1CCOC1.C1CCOC1.C1CCOC1
Total charge ... 0

```
154
Properties=species:S:1:pos:R:3:mulliken_charge:R:1
O 1.047 0.046 -6.556 -0.5259
C 2.240 0.110 -6.236 0.0174
C 2.741 -0.070 -4.847 -0.0820
C 4.032 0.003 -4.457 -0.1356
C 5.147 0.265 -5.383 0.2257
O 6.301 0.482 -4.986 -0.5587
C 4.686 0.375 -6.820 -0.4762
C 3.326 0.255 -7.143 -0.3034
H 1.969 -0.358 -4.149 0.5151
H 4.275 -0.080 -3.408 0.5443
H 5.459 0.470 -7.567 0.4008
H 2.988 0.271 -8.168 0.4105
O 5.167 6.896 3.017 -0.5641
C 4.389 5.944 3.133 0.3150
C 4.153 5.253 4.413 -0.3851
C 3.394 4.143 4.513 -0.5309
C 2.555 3.644 3.405 0.1613
O 1.736 2.728 3.474 -0.3736
C 2.804 4.355 2.112 0.3004
C 3.682 5.382 1.981 -0.3193
H 4.802 5.506 5.239 0.4040
H 3.266 3.614 5.446 0.4318
H 2.203 4.087 1.256 0.1352
H 3.782 5.811 0.995 0.4690
C -2.433 -3.883 -3.384 -0.3458
C -2.919 -3.515 -4.772 -0.7760
C -1.769 -2.792 -5.508 -0.4607
O -1.090 -2.166 -4.441 -0.3147
C -1.303 -2.833 -3.160 1.1058
H -2.110 -4.923 -3.334 0.2218
H -3.206 -3.751 -2.626 0.2198
H -3.802 -2.877 -4.789 0.2075
H -3.237 -4.378 -5.356 0.4089
H -2.162 -1.978 -6.116 0.3075
H -1.149 -3.513 -6.041 0.2896
H -1.682 -2.024 -2.536 -0.7837
H -0.486 -3.425 -2.745 -0.0943
C 3.463 -4.693 -1.359 -0.7944
C 2.587 -5.875 -1.609 0.3965
C 2.613 -6.617 -0.310 -0.6183
O 2.835 -5.709 0.725 -0.4490
C 3.308 -4.478 0.147 0.9015
H 3.300 -3.787 -1.943 0.3000
H 4.474 -5.016 -1.608 0.3116
H 2.812 -6.557 -2.429 0.4687
H 1.581 -5.458 -1.648 -0.5660
H 3.513 -7.230 -0.260 0.3490
H 1.772 -7.277 -0.099 0.2766
H 4.204 -4.122 0.654 0.2014
H 2.514 -3.734 0.085 -0.6999
C -1.143 6.970 -1.476 -0.7450
C -0.366 6.001 -0.613 0.1684
C 0.642 5.303 -1.487 0.8366
O 0.772 6.194 -2.587 -0.5645
C -0.450 6.866 -2.876 -0.2411
H -0.995 7.979 -1.090 0.3122
H -2.208 6.743 -1.424 0.3289
H -1.129 5.454 -0.059 -0.3423
H 0.256 6.578 0.071 0.5154
H 0.255 4.322 -1.762 -0.6324
H 1.632 5.154 -1.054 0.0696
H -0.942 6.207 -3.590 0.0147
H -0.294 7.786 -3.439 0.3157
C -2.289 3.085 -3.702 -0.8690
C -1.887 1.648 -3.978 -0.4671
C -0.694 1.438 -3.026 0.4547
O -1.036 2.205 -1.853 0.0760
C -2.150 3.008 -2.157 0.0922
H -3.350 3.238 -3.896 0.4033
H -1.781 3.874 -4.257 0.1932
H -1.575 1.535 -5.016 0.4962
H -2.766 1.035 -3.776 0.1577
H 0.152 2.013 -3.401 0.0535
H -0.522 0.417 -2.684 -0.8321
H -2.151 3.991 -1.687 -0.1034
H -3.015 2.498 -1.734 0.1399
C -5.711 -0.166 -0.671 -0.7418
C -4.327 -0.270 -1.103 0.4424
C -3.453 -0.349 0.101 1.5139
O -4.346 -0.357 1.209 -0.3329
C -5.489 0.306 0.806 -0.5170
H -6.251 -1.112 -0.704 0.2814
H -6.248 0.628 -1.191 0.3143
H -4.102 0.681 -1.586 -0.4587
H -4.136 -0.948 -1.936 0.2541
H -2.764 0.491 0.189 -0.8245
H -2.765 -1.188 0.002 -0.5572
H -5.406 1.389 0.903 0.1957
H -6.346 -0.030 1.391 0.4014
C -0.667 -5.296 1.588 -0.1950
C -1.263 -6.475 0.843 -0.8382
C -1.298 -5.952 -0.568 -0.7777
O -1.055 -4.602 -0.594 0.0826
C -1.209 -4.135 0.752 0.2454
H 0.422 -5.276 1.546 0.1059
H -1.049 -5.172 2.602 0.3364
H -2.260 -6.660 1.244 0.3366
H -0.640 -7.366 0.915 0.2991
H -2.280 -6.204 -0.968 0.2447
H -0.597 -6.517 -1.181 0.5191
H -2.221 -3.844 1.034 0.2251
H -0.638 -3.231 0.964 -0.5375
C -2.549 -1.942 3.805 0.0965
C -2.065 -2.592 5.055 -0.3550
C -2.435 -1.563 6.109 -0.6432
O -2.140 -0.344 5.475 -0.5156
C -2.007 -0.525 4.088 0.5925
H -3.631 -1.864 3.698 0.3419
H -2.184 -2.424 2.898 -0.4568
H -0.983 -2.669 4.949 0.1611
H -2.572 -3.556 5.115 0.4083
H -1.954 -1.646 7.084 0.2970
H -3.505 -1.502 6.308 0.3197
H -1.066 -0.415 3.550 -0.0403
H -2.706 0.138 3.577 -0.3017
C 2.999 -1.981 3.279 -0.0606
C 4.163 -1.232 2.545 -0.0800
C 5.159 -1.122 3.684 -0.5691
O 5.054 -2.395 4.303 -0.4567
C 3.766 -3.052 4.094 -0.3079
H 2.214 -2.350 2.620 -0.1176
H 2.504 -1.295 3.967 0.2788
H 3.909 -0.206 2.279 0.1094
H 4.669 -1.840 1.795 0.1260
H 4.820 -0.359 4.384 0.2792
H 6.138 -0.812 3.318 0.3721
H 3.220 -3.360 4.985 0.3325
H 3.824 -3.898 3.408 0.1689
C -2.227 4.907 4.149 -0.8102
C -3.046 3.620 3.941 -0.6822
C -2.999 3.342 2.463 0.8877
O -1.848 4.101 2.019 -0.3371
C -1.144 4.684 3.153 0.0070
H -1.845 5.083 5.155 0.3993
H -2.618 5.860 3.793 0.2911
H -4.076 3.574 4.296 0.4622
H -2.606 2.738 4.407 0.1381
H -3.914 3.682 1.979 0.2484
H -2.866 2.265 2.356 -0.7838
H -0.673 5.608 2.817 0.3909
H -0.425 4.021 3.634 -0.1752
C 1.748 0.264 -0.670 -0.5198
C 1.289 1.441 0.229 1.1618
C 0.252 0.839 1.250 0.5184
O 0.413 -0.585 0.975 -0.0079
C 0.848 -0.879 -0.314 1.2530
H 2.762 -0.015 -0.383 0.4796
H 1.720 0.366 -1.754 -0.1027
H 0.892 2.295 -0.320 -0.8020
H 2.180 1.848 0.707 0.0998
H -0.773 1.142 1.035 -0.7936
H 0.468 1.030 2.301 0.2520
H -0.048 -0.962 -0.928 -0.7331
H 1.256 -1.873 -0.501 -0.8089
```